Here is 3 unconnected molecules or ions with the total composition C6H10S at a distorted geometry from the Open Molecules 2025 dataset. Energies are from the ωB97M-V functional and the def2-TZVPD basis.

Element x y z (Å)
1 C 0.77 1.37 0.52
2 C 1.60 1.91 1.43
3 C 1.40 -0.09 -1.30
4 C -0.70 -1.31 -1.38
5 C -0.88 -0.70 0.01
6 C 0.65 -0.99 -1.99
7 S -0.88 1.06 0.41
8 H 1.16 2.24 2.34
9 H 2.64 2.02 1.12
10 H -2.02 0.23 2.67
11 H 2.29 0.40 -1.77
12 H -0.84 -2.38 -1.26
13 H -1.44 -0.87 -1.95
14 H -1.81 -0.99 0.46
15 H -0.25 -1.23 0.74
16 H 0.93 -1.45 -2.98
17 H -2.61 0.78 2.93

- ΔE to the lowest compared entry with this formula, charge and spin (kJ/mol) = 667.1
- Kohn-Sham gap (spin up / spin down) (eV) = 7.89 / 7.81
- lowest unoccupied orbital energy (spin up / spin down) (eV) = -0.01 / -0.02
- spin multiplicity = 1
- HOMO energy (spin up / spin down) (Eh) = -0.29022 / -0.28787


Here is C6H5N3S3 in the gas phase at a distorted geometry from the Open Molecules 2025 dataset. Energies are from the ωB97M-V functional and the def2-TZVPD basis.

Element x y z (Å)
1 C -2.29 -1.37 -0.11
2 C -1.03 -1.86 -0.04
3 C -1.48 1.00 -0.03
4 C -2.56 0.06 -0.03
5 C 0.02 -0.92 0.06
6 C -0.18 0.56 -0.05
7 N 1.30 -1.14 0.06
8 N 1.00 1.10 -0.04
9 N 1.88 0.12 0.05
10 S -4.15 0.61 0.07
11 S 3.09 0.12 -1.52
12 S 3.08 0.20 1.47
13 H -3.08 -1.98 -0.23
14 H -0.59 -2.91 -0.09
15 H -1.87 2.05 -0.08
16 H 3.74 1.26 -1.01
17 H 2.28 1.04 2.15

- ΔE to the lowest compared entry with this formula, charge and spin (kJ/mol) = 208.2
- Kohn-Sham gap (eV) = 5.54
- lowest unoccupied orbital energy (eV) = -2.15
- spin multiplicity = 1
- HOMO energy (Eh) = -0.28251


Here is 2 unconnected molecules or ions with the total composition C6H7NO2 at a distorted geometry from the Open Molecules 2025 dataset. Energies are from the ωB97M-V functional and the def2-TZVPD basis.

Element x y z (Å)
1 C -0.04 -1.52 -1.56
2 C -2.25 -0.09 -1.95
3 N -0.94 -0.34 -1.45
4 C 0.66 0.18 3.72
5 C 0.35 -0.18 -1.08
6 C 1.37 0.68 2.76
7 C 2.16 1.45 2.05
8 O 0.40 -0.04 4.85
9 O 1.14 0.68 -0.87
10 H 0.28 -1.86 -2.53
11 H -0.35 -2.36 -0.94
12 H -2.39 -0.48 -2.96
13 H -2.42 0.98 -2.06
14 H -2.98 -0.64 -1.35
15 H 2.75 2.29 2.39
16 H 2.26 1.25 0.99

- ΔE to the lowest compared entry with this formula, charge and spin (kJ/mol) = 502.4
- Kohn-Sham gap (eV) = 8.06
- lowest unoccupied orbital energy (eV) = -0.32
- spin multiplicity = 1
- HOMO energy (Eh) = -0.30769


Here is 2 unconnected molecules or ions with the total composition C2H4BrI at a distorted geometry from the Open Molecules 2025 dataset. Energies are from the ωB97M-V functional and the def2-TZVPD basis.

Element x y z (Å)
1 C 0.43 -1.14 -0.08
2 C -0.45 1.10 0.02
3 Br -0.95 -2.37 -0.20
4 I 0.94 2.51 0.62
5 H 0.84 -1.07 0.93
6 H 1.14 -1.11 -0.88
7 H -1.31 0.96 0.64
8 H -0.65 1.12 -1.05

- ΔE to the lowest compared entry with this formula, charge and spin (kJ/mol) = 309.7
- Kohn-Sham gap (eV) = 8.15
- lowest unoccupied orbital energy (eV) = -0.21
- spin multiplicity = 1
- HOMO energy (Eh) = -0.30709


Here is a molecular structure, C6H9BeO4 at a distorted geometry from the Open Molecules 2025 dataset. Energies are from the ωB97M-V functional and the def2-TZVPD basis.

Element x y z (Å)
1 O -1.20 -0.39 -0.18
2 Be -0.26 -0.25 -1.31
3 O -1.64 -1.41 -2.03
4 C -2.09 -1.25 -0.85
5 O -3.09 -1.65 -0.31
6 C -1.51 0.12 1.13
7 C -0.40 1.04 1.54
8 H -2.48 0.64 1.07
9 H -1.61 -0.74 1.81
10 H -0.30 1.88 0.83
11 H -0.62 1.46 2.53
12 H 0.55 0.50 1.61
13 C 1.88 0.58 -0.33
14 C 0.98 0.57 -1.39
15 H 1.93 -0.21 0.42
16 H 2.16 -0.13 -1.35
17 H 1.29 1.23 -2.22
18 O 2.72 2.36 0.98
19 C 2.76 1.79 -0.07
20 H 3.27 2.22 -0.96

- ΔE to the lowest compared entry with this formula, charge and spin (kJ/mol) = 84.6
- Kohn-Sham gap (eV) = 7.70
- lowest unoccupied orbital energy (eV) = -6.82
- spin multiplicity = 1
- charge = +1
- HOMO energy (Eh) = -0.53357


Here is a molecular structure, C2F2IN at a distorted geometry from the Open Molecules 2025 dataset. Energies are from the ωB97M-V functional and the def2-TZVPD basis.

Element x y z (Å)
1 C 0.71 1.17 -0.04
2 C 0.30 -0.17 -0.31
3 N 1.43 1.91 0.47
4 F -1.12 -2.07 1.02
5 F 0.35 -0.50 -1.62
6 I -1.67 -0.33 0.48

- Kohn-Sham gap (spin up / spin down) (eV) = 7.85 / 7.74
- lowest unoccupied orbital energy (spin up / spin down) (eV) = -0.39 / -3.04
- spin multiplicity = 3
- expectation value of S² = 2.018
- HOMO energy (spin up / spin down) (Eh) = -0.30294 / -0.39606


no.,DFT total energy (a.u.)
1,-632.555391
2,-1590.272365
3,-437.876420
4,-2950.193887
5,-549.385006
6,-628.181099